Record 1
Entry from OMol25: a molecular structure, C28H77Cu2N7O11S (ωB97M-V with the def2-TZVPD basis set).

Last column: Mulliken charge in e.
Cartesian coordinates (Å):
Cu -2.34074 2.54868 -2.30264  0.465
Cu 0.53069 0.97456 0.35325  1.814
S -1.05131 0.00747 -1.90156  2.201
O -0.37111 1.27735 -1.70594  -0.789
O -0.58263 -0.53762 -3.18028  -0.863
O -0.80804 -0.88937 -0.77198  -1.604
O -2.46461 0.34588 -1.93428  -0.974
C -0.78577 -1.88142 2.83893  -2.031
C -1.99844 -0.99780 2.47498  1.815
C -2.81936 -0.62254 3.77671  -0.813
O -3.38681 -1.74744 4.45645  -0.468
C -4.53167 -2.31457 3.72134  -0.578
N -1.58661 0.07767 1.63497  1.831
H -0.07746 -1.38335 3.50099  0.517
H -0.23420 -2.19519 1.95269  0.044
H -1.03348 -2.81467 3.34469  0.567
H -2.67875 -1.53951 1.81783  -0.345
H -3.59103 0.12103 3.57737  0.273
H -2.13640 -0.18199 4.50304  0.300
H -5.26694 -1.59388 3.36344  0.135
H -5.00817 -3.14635 4.24016  0.384
H -4.17591 -2.81442 2.82041  0.235
H -1.29656 -0.26570 0.73050  -0.896
H -2.32326 0.73052 1.40865  -0.395
C 3.65184 1.08714 -0.46683  -0.662
C 3.03480 -0.00943 -1.31708  1.289
C 4.04779 -1.03147 -1.85377  -0.890
O 5.12323 -0.55332 -2.69601  -0.455
C 4.61880 -0.18679 -3.97825  -0.560
N 2.01860 -0.59249 -0.40798  1.168
H 3.88183 0.75313 0.54492  -0.367
H 3.08872 2.01590 -0.37526  -0.489
H 4.61875 1.26222 -0.93858  0.628
H 2.69511 0.45728 -2.24168  0.138
H 3.45059 -1.74090 -2.42662  0.528
H 4.56563 -1.54201 -1.04179  -0.034
H 5.37555 0.03327 -4.73125  0.313
H 4.04647 0.73889 -4.03860  0.199
H 4.06590 -1.03751 -4.37661  0.278
H 1.25472 -1.06750 -0.86727  -0.244
H 2.43446 -1.28874 0.19401  -0.593
C 5.65010 -1.66382 1.71950  -1.409
C 4.36925 -2.12156 2.55700  0.041
C 3.90708 -0.99339 3.56663  -0.298
O 2.72297 -1.28190 4.31624  -0.416
C 2.69744 -2.48348 5.10738  -0.824
N 3.27069 -2.35282 1.63121  -0.411
H 5.35891 -0.87530 1.02556  0.217
H 5.92451 -2.48715 1.06001  0.408
H 6.45056 -1.31240 2.37055  0.404
H 4.62887 -3.01230 3.12909  0.292
H 3.88243 -0.00672 3.10406  -0.129
H 4.63419 -0.68480 4.31775  0.533
H 3.07736 -2.36352 6.12196  0.285
H 3.28735 -3.24266 4.59384  0.330
H 1.71445 -2.94882 5.18001  0.274
H 3.42922 -3.14083 1.01964  0.241
H 2.42437 -2.54171 2.14906  0.100
C -6.22977 0.76110 1.90184  -1.768
C -5.41822 -0.03047 0.90143  1.006
C -6.35049 -0.54200 -0.23769  -0.918
O -5.65879 -1.04000 -1.38549  -0.356
C -4.90932 -2.26559 -1.17585  -0.183
N -4.29847 0.78336 0.49592  -0.187
H -6.75531 1.53253 1.33900  0.524
H -5.59262 1.13394 2.70379  0.351
H -6.95628 0.07745 2.34106  0.383
H -5.00551 -0.94869 1.31932  -0.212
H -6.92006 0.36161 -0.45492  0.329
H -7.06379 -1.31756 0.04129  0.370
H -5.50675 -3.13157 -0.89080  0.459
H -4.25432 -2.18055 -0.30877  -0.052
H -4.35124 -2.57615 -2.05915  0.022
H -4.74773 1.49198 -0.06634  0.288
H -3.84381 0.18697 -0.18061  -0.034
C -0.46813 -4.96929 -0.76878  -1.456
C -0.22060 -4.25333 -2.05068  0.489
C -1.52037 -3.88689 -2.83142  -0.003
O -2.20347 -5.11640 -3.14525  -0.425
C -3.37257 -4.91503 -3.93761  -0.656
N 0.56729 -3.01786 -1.74827  -0.384
H -1.09884 -4.37819 -0.10478  0.160
H 0.45810 -5.11005 -0.21166  0.326
H -1.02784 -5.90277 -0.82747  0.399
H 0.39634 -4.96484 -2.59951  0.337
H -1.39283 -3.28286 -3.72974  0.515
H -2.14498 -3.23961 -2.21580  -0.234
H -3.30630 -4.01628 -4.55075  0.308
H -4.18778 -4.88244 -3.21479  0.225
H -3.47446 -5.72369 -4.66135  0.260
H 0.54375 -2.39115 -2.53995  0.313
H -0.07893 -2.42296 -1.24967  -0.658
C 2.37779 2.84361 3.20163  -1.345
C 0.97662 2.10878 3.36219  0.379
C -0.24425 2.90319 2.74073  -0.904
O 0.15929 3.13166 1.35391  -0.267
C -0.78127 3.83040 0.61170  -0.287
N 1.02093 0.84162 2.71159  0.142
H 2.70224 3.04327 2.18037  0.055
H 3.13751 2.18207 3.61790  0.375
H 2.49058 3.80034 3.71160  0.443
H 0.73323 2.04350 4.42266  0.560
H -0.40898 3.85505 3.24561  0.697
H -1.21201 2.43390 2.91767  0.245
H -0.47486 3.98791 -0.42243  -0.310
H -0.93351 4.79918 1.08751  0.372
H -1.73551 3.30432 0.63901  0.082
H 1.57201 0.24300 3.30998  -0.140
H 0.09883 0.44176 2.81127  -0.306
C 2.40347 4.59093 -2.28987  -1.299
C 1.09156 4.69812 -3.13013  0.779
C 1.31191 5.36521 -4.46168  -0.749
O 1.65668 6.73446 -4.33814  -0.329
C 2.15668 7.27717 -5.57097  -0.749
N 0.68356 3.32711 -3.37030  -0.307
H 3.23774 4.11065 -2.80115  0.285
H 2.33881 4.10298 -1.31733  0.085
H 2.66408 5.63330 -2.10637  0.461
H 0.37712 5.25660 -2.52534  0.138
H 0.43443 5.15380 -5.07276  0.382
H 2.10599 4.78179 -4.92769  0.353
H 2.84237 6.64115 -6.13079  0.317
H 2.62665 8.25397 -5.45653  0.258
H 1.28103 7.48890 -6.18455  0.305
H -0.21852 3.28848 -3.82290  0.236
H 0.53791 2.73729 -2.56346  -0.202

Values from the calculation:
- HOMO energy: -7.45 eV
- Electronic energy: -163346.89055 eV
- Energy relative to the best compared isomer or geometry (same formula, charge and spin): 0.0 kcal per mole


Record 2
Entry from OMol25: 7 unconnected molecules or ions with the total composition C28H77N7O7 (ωB97M-V with the def2-TZVPD basis set).

Last column: Mulliken charge in e.
Cartesian coordinates (Å):
C -25.18405 4.16359 -15.65442  -1.478
C -24.97177 5.46404 -14.81209  0.516
C -23.81845 6.41625 -15.24943  -0.689
O -23.60009 7.44085 -14.17493  -0.293
C -22.29158 7.94909 -14.22515  -0.695
N -26.28529 6.01663 -14.82685  -0.761
H -25.95397 3.45700 -15.34449  0.385
H -24.26949 3.57403 -15.71841  0.360
H -25.46684 4.49415 -16.65384  0.382
H -24.75101 5.17079 -13.78575  0.242
H -24.00643 6.87212 -16.22151  0.335
H -22.89529 5.84439 -15.34345  0.358
H -22.29213 8.42573 -15.20541  0.309
H -21.57593 7.14499 -14.05376  0.283
H -22.11836 8.71137 -13.46553  0.234
H -26.24809 6.60644 -14.00780  0.266
H -27.00756 5.34329 -14.61465  0.247
C -23.21396 7.63663 -8.00054  -1.158
C -24.21863 8.75081 -7.74296  0.412
C -23.62184 10.00267 -7.19056  -0.985
O -24.58244 11.04303 -7.00124  -0.307
C -23.99628 12.13651 -6.42907  -0.743
N -25.07945 8.94193 -8.85777  -0.686
H -22.37820 7.73617 -7.30794  0.339
H -22.82763 7.72724 -9.01575  0.308
H -23.67548 6.65376 -7.90531  0.295
H -24.86564 8.45500 -6.91714  0.243
H -22.79065 10.33698 -7.81140  0.393
H -23.15496 9.80330 -6.22600  0.432
H -23.36754 12.66808 -7.14337  0.309
H -23.34506 11.86241 -5.59908  0.303
H -24.87824 12.75254 -6.25373  0.241
H -24.37583 9.10412 -9.56397  0.275
H -25.35560 9.89561 -8.67251  0.329
C -16.10273 6.45180 -8.73574  -1.406
C -15.72982 7.77482 -8.08454  0.562
C -15.64274 7.69210 -6.55133  -0.708
O -16.95280 7.38744 -6.15140  -0.273
C -17.09635 7.12579 -4.73969  -0.820
N -14.44818 8.17035 -8.59948  -0.706
H -15.30956 5.72742 -8.55069  0.356
H -16.16665 6.63150 -9.80892  0.384
H -17.02436 5.96699 -8.41375  0.317
H -16.45503 8.53741 -8.36849  0.237
H -15.17380 8.58347 -6.13460  0.357
H -14.92072 6.91201 -6.30996  0.329
H -16.47518 7.78765 -4.13620  0.316
H -16.66494 6.15581 -4.49247  0.329
H -18.09201 7.21426 -4.30504  0.253
H -14.25201 9.15438 -8.48413  0.239
H -14.49526 7.95149 -9.58435  0.233
C -28.31536 -0.19712 -1.24286  -1.510
C -26.79784 -0.32443 -1.41700  0.587
C -26.30476 0.14562 -2.80354  -0.759
O -26.78474 -0.68900 -3.89909  -0.299
C -26.67267 -0.19242 -5.21641  -0.677
N -26.22710 0.31670 -0.21553  -0.777
H -28.75283 0.79522 -1.35234  0.390
H -28.74431 -0.41698 -0.26523  0.436
H -28.81024 -0.88081 -1.93262  0.315
H -26.50586 -1.36579 -1.28124  0.254
H -25.22026 0.24010 -2.74834  0.355
H -26.67860 1.15687 -2.96393  0.297
H -27.16629 0.77936 -5.20743  0.306
H -27.02017 -0.85954 -6.00527  0.240
H -25.62219 -0.09795 -5.49147  0.273
H -26.65487 -0.10654 0.59563  0.283
H -26.64886 1.23442 -0.21261  0.286
C -28.01577 16.40448 -10.43141  -1.436
C -28.18030 15.10266 -11.20534  0.546
C -27.01728 14.79404 -12.10565  -0.823
O -27.14834 15.69664 -13.19653  -0.313
C -25.85705 16.08839 -13.71882  -0.834
N -28.29177 14.04979 -10.23871  -0.662
H -28.89778 16.60021 -9.82161  0.395
H -27.96137 17.27141 -11.08986  0.339
H -27.11727 16.52211 -9.82564  0.309
H -29.15047 15.15418 -11.69954  0.242
H -26.96958 13.83586 -12.62308  0.426
H -26.13453 14.83751 -11.46771  0.345
H -25.37212 15.31312 -14.31202  0.333
H -25.05483 16.49249 -13.10137  0.326
H -25.95888 16.87836 -14.46292  0.300
H -29.04274 14.28368 -9.60512  0.269
H -27.43124 13.95209 -9.71905  0.238
C -30.85202 6.88554 -4.41885  -1.467
C -31.58058 8.03289 -5.18266  0.449
C -31.33595 9.45091 -4.55398  -0.729
O -32.30260 10.42555 -5.03134  -0.325
C -32.07799 11.71150 -4.42621  -0.686
N -31.03434 7.98318 -6.56418  -0.735
H -29.79577 6.96907 -4.16301  0.354
H -31.01905 5.91391 -4.88376  0.398
H -31.29163 6.80826 -3.42443  0.391
H -32.65431 7.85647 -5.24650  0.274
H -30.28635 9.73943 -4.61053  0.328
H -31.55041 9.31474 -3.49399  0.379
H -31.10200 12.14459 -4.64526  0.285
H -32.09480 11.55974 -3.34696  0.300
H -32.87992 12.39411 -4.70737  0.253
H -30.02467 7.96103 -6.55040  0.257
H -31.22191 8.89675 -6.95188  0.274
C -17.83605 15.91990 -0.99316  -1.407
C -18.41796 17.29826 -0.62633  0.629
C -17.38669 18.45353 -0.73154  -0.908
O -17.86489 19.65308 -0.23441  -0.300
C -17.08254 20.75744 -0.59022  -0.719
N -19.53554 17.53786 -1.45938  -0.808
H -16.97874 15.58207 -0.41092  0.365
H -17.43011 15.96016 -2.00393  0.349
H -18.61483 15.16312 -1.08746  0.336
H -18.79808 17.34347 0.39425  0.297
H -17.00240 18.54528 -1.74741  0.412
H -16.53915 18.13009 -0.12724  0.369
H -16.09764 20.71724 -0.12495  0.302
H -17.68586 21.61081 -0.28062  0.243
H -16.81497 20.80063 -1.64599  0.320
H -19.68202 18.53297 -1.36776  0.271
H -20.38686 17.17902 -1.05123  0.247

Values from the calculation:
- HOMO energy: -9.04 eV
- Electronic energy: -55040.25764 eV
- SMILES: COC[C@H](C)N.COC[C@H](C)N.COC[C@H](C)N.COC[C@H](C)N.COC[C@H](C)N.COC[C@H](C)N.COC[C@H](C)N
- Energy relative to the best compared isomer or geometry (same formula, charge and spin): 112.5 kcal per mole